1.
17
Properties=species:S:1:pos:R:3:forces:R:3 method="wB97M-V/def2-TZVPD" homo_ev=-9.36 orbital_gap_ev=10.485 smiles="C[C@H]1CC=CCO1"
C -1.80755 0.10646 -0.58363 -0.11 0.01 -0.15
C -0.85170 0.40996 0.55214 -0.13 -0.33 -0.13
C -0.01227 -0.87746 0.84884 -0.03 -0.39 -0.66
C 0.93323 -1.12385 -0.42777 -0.43 0.48 0.53
C 1.57286 -0.02020 -0.82313 -0.09 -0.09 0.30
C 1.36449 1.06383 0.18097 0.38 0.08 0.33
O 0.01269 1.49772 0.20793 -0.10 -0.06 -0.14
H -2.58183 -0.58608 -0.23412 0.04 0.13 -0.09
H -1.25070 -0.37248 -1.39274 -0.20 0.12 -0.05
H -2.27690 1.01457 -0.96546 0.00 -0.05 0.05
H -1.43042 0.76941 1.42249 0.30 -0.48 -0.06
H -0.66465 -1.73585 0.96605 -0.34 -0.06 -0.15
H 0.39411 -0.73190 1.87884 0.58 -0.40 -1.02
H 0.92400 -1.99705 -1.10430 -0.35 0.20 0.94
H 2.14162 0.13656 -1.74083 -0.17 -0.32 0.23
H 1.52575 0.51245 1.11652 0.71 1.07 0.13
H 2.00725 1.93393 0.09819 -0.04 0.07 -0.06



2.
69
Properties=species:S:1:pos:R:3:forces:R:3 method="wB97M-V/def2-TZVPD" homo_ev="-9.88 / -10.94" total_charge=+1 orbital_gap_ev="7.635 / 6.358" spin_multiplicity=2
Hg -0.25683 0.10219 0.80514 0.05 -0.09 -0.24
C 1.12010 -1.83515 -2.67612 -0.13 0.06 0.09
C -0.36640 -2.18586 -2.54324 0.10 0.05 -0.01
P -0.92384 -2.05946 -0.80033 -0.02 -0.10 0.15
C -2.70354 -2.39640 -0.84703 -0.07 0.02 -0.03
C -3.28057 -3.28645 -1.75345 -0.02 0.00 -0.03
C -4.64881 -3.50946 -1.73825 0.01 0.02 0.02
C -5.45381 -2.84710 -0.81902 0.03 -0.01 -0.01
C -4.88985 -1.96030 0.08612 0.03 -0.02 -0.02
C -3.52050 -1.73564 0.06728 -0.03 -0.02 0.02
C -0.14470 -3.50216 -0.01664 0.06 -0.05 0.08
C 0.41940 -3.36423 1.24898 0.04 -0.06 0.00
C 1.02237 -4.44475 1.88025 -0.03 0.02 -0.04
C 1.07236 -5.67395 1.24268 0.01 -0.02 -0.01
C 0.50887 -5.82663 -0.01880 0.00 0.04 0.01
C -0.09722 -4.74882 -0.64360 -0.03 -0.03 0.01
C 1.37480 -0.33633 -2.42873 0.10 -0.13 -0.06
P 2.19906 0.00606 -0.82322 -0.01 0.48 0.19
C 2.10297 1.83248 -0.74576 0.00 0.06 -0.02
C 2.19987 2.43081 0.51011 0.07 0.03 0.01
C 2.04706 3.80231 0.66128 0.00 -0.04 -0.02
C 1.78253 4.59417 -0.44788 -0.02 0.00 -0.03
C 1.70161 4.01373 -1.70767 0.00 0.01 0.05
C 1.86680 2.64287 -1.85577 0.05 0.00 -0.02
C 3.96896 -0.28945 -1.13686 0.02 -0.20 0.03
C 4.40645 -1.61302 -1.22066 0.03 -0.03 0.02
C 5.73433 -1.89984 -1.49457 -0.01 0.02 0.00
C 6.64714 -0.86622 -1.65863 -0.01 0.01 0.01
C 6.22854 0.45083 -1.53818 -0.03 -0.03 0.02
C 4.89562 0.74124 -1.27732 0.01 0.00 -0.07
H 1.47722 -2.11659 -3.66551 -0.06 0.00 -0.05
H 1.67640 -2.45522 -1.96844 0.08 0.00 -0.05
H -0.54947 -3.19955 -2.90116 -0.03 0.00 -0.02
H -0.98498 -1.51028 -3.13826 0.01 0.00 -0.04
H -2.66963 -3.81131 -2.47765 -0.01 0.01 0.01
H -5.08844 -4.20277 -2.44339 0.01 0.01 0.01
H -6.52128 -3.02389 -0.81019 0.01 0.00 0.00
H -5.51369 -1.44500 0.80478 0.01 0.00 -0.01
H -3.07914 -1.04463 0.77701 0.00 -0.01 0.02
H 0.39291 -2.40502 1.75220 0.01 0.02 0.02
H 1.45185 -4.32342 2.86608 0.00 0.01 -0.02
H 1.54966 -6.51626 1.72668 -0.02 0.01 0.00
H 0.53858 -6.78808 -0.51440 0.00 0.01 0.00
H -0.54584 -4.89591 -1.61846 0.02 0.01 0.01
H 0.41708 0.19098 -2.37461 0.00 0.06 -0.07
H 1.94707 0.10897 -3.24231 0.02 -0.04 -0.04
H 2.40542 1.81696 1.38117 -0.04 0.00 0.01
H 2.13244 4.25082 1.64276 -0.01 -0.01 -0.01
H 1.65018 5.66259 -0.33305 0.01 -0.01 -0.01
H 1.51718 4.63066 -2.57877 0.02 -0.01 0.02
H 1.82547 2.21660 -2.85006 -0.04 0.00 0.01
H 3.71229 -2.42964 -1.05634 0.00 0.01 0.00
H 6.05894 -2.92988 -1.56595 0.00 0.01 0.00
H 7.68546 -1.08849 -1.86800 -0.01 0.00 0.01
H 6.94031 1.25906 -1.64656 -0.01 -0.01 0.00
H 4.58526 1.77396 -1.18789 -0.01 0.00 -0.01
C -1.92550 4.28959 -1.44235 0.12 0.14 -0.05
Sb -1.65452 2.31218 -0.71900 -0.18 -0.30 0.21
C -2.38449 1.26202 -2.42946 0.00 0.05 -0.09
C -3.45901 2.20750 0.41330 -0.04 0.06 0.01
H -2.95965 4.37530 -1.77418 0.02 0.02 0.00
H -1.24781 4.47706 -2.27284 -0.02 0.01 0.02
H -1.72842 5.00443 -0.64589 0.00 0.00 -0.02
H -3.33160 1.70596 -2.73709 0.02 -0.02 -0.01
H -2.55178 0.21532 -2.17511 -0.01 0.00 0.00
H -1.67309 1.32969 -3.25313 -0.03 -0.02 0.01
H -4.30456 2.50673 -0.20604 0.02 0.00 0.02
H -3.39087 2.86919 1.27649 -0.01 -0.02 -0.02
H -3.61333 1.18901 0.76501 -0.02 0.02 0.00



3.
70
Properties=species:S:1:pos:R:3:forces:R:3 method="wB97M-V/def2-TZVPD" homo_ev="-9.35 / -9.67" total_charge=+1 orbital_gap_ev="6.491 / 6.629" spin_multiplicity=4
V 0.34917 0.12984 0.38591 0.08 -1.85 -0.86
O 2.08783 -0.97706 6.12968 0.14 0.02 0.04
C 1.55300 -0.67883 4.94526 -0.18 0.04 -0.24
C 0.18937 -0.47482 4.73626 0.08 -0.02 0.11
C -0.26526 -0.17720 3.47062 0.00 0.00 0.16
N 0.54665 -0.07056 2.40904 0.36 0.00 1.49
C 1.84481 -0.26683 2.64298 0.07 -0.05 0.14
Br 2.89758 -0.06696 1.06606 0.39 -0.12 0.30
C 2.41470 -0.57358 3.84949 0.11 0.00 0.09
H 1.42414 -0.96994 6.82896 -0.05 -0.02 0.02
H -0.51143 -0.54399 5.55830 -0.02 0.01 -0.02
H -1.31256 0.00892 3.29150 0.06 -0.01 -0.01
H 3.48004 -0.71180 3.96187 -0.01 -0.01 0.00
S 0.82347 -0.02370 -1.93602 0.24 -0.02 -0.59
C 0.27874 1.64182 -2.15655 0.03 -0.57 0.51
N 0.22542 2.07774 -3.40293 0.01 0.19 -0.31
N -0.24264 3.26506 -3.74729 0.33 -0.03 0.20
C -1.20661 4.11322 -3.18107 -0.32 0.30 0.18
C -2.30587 3.63556 -2.46850 0.11 -0.10 -0.07
C -3.29542 4.51219 -2.05939 0.03 0.00 0.06
C -3.20331 5.86838 -2.34180 0.01 0.04 0.00
C -2.10488 6.34495 -3.04185 -0.13 0.06 0.07
C -1.11716 5.47552 -3.46792 0.15 -0.19 0.01
N 0.09951 2.43833 -1.10094 -0.08 0.89 -0.21
N 0.36623 1.96615 0.09628 0.10 2.14 -0.51
C 0.40116 3.02273 1.06471 0.00 0.58 0.05
C -0.44212 4.13043 0.92762 0.04 -0.29 -0.06
C -0.37174 5.18552 1.81547 0.00 -0.04 0.00
C 0.54646 5.16284 2.85695 0.00 0.06 0.05
C 1.37804 4.06687 3.00454 -0.01 -0.03 0.05
C 1.30717 3.00032 2.11947 -0.03 -0.04 -0.10
H 0.16762 3.58696 -4.60811 -0.13 -0.09 -0.17
H -2.38597 2.57720 -2.26034 0.00 -0.04 0.03
H -4.15205 4.14082 -1.51044 0.00 -0.04 -0.03
H -3.98753 6.54382 -2.02786 0.03 0.01 0.03
H -2.01747 7.40323 -3.24948 0.01 -0.02 -0.06
H -0.26255 5.84866 -4.02050 0.00 0.00 0.01
H -1.15358 4.14071 0.11767 -0.06 0.06 -0.13
H -1.03355 6.03220 1.68644 0.01 0.00 0.02
H 0.61861 5.99980 3.53893 -0.01 -0.02 0.02
H 2.10605 4.03579 3.80499 0.00 0.03 0.00
H 2.00895 2.19200 2.24254 0.00 -0.02 -0.09
C -4.95279 -0.73077 -1.20819 0.14 0.01 -0.16
N -3.82683 -0.13987 -0.51259 -0.08 -0.10 0.08
C -3.93626 0.72131 0.63885 0.03 0.19 0.07
C -2.47337 0.87500 1.04382 -0.24 -0.18 -0.02
O -2.06945 1.48870 2.00165 -0.14 0.10 -0.08
N -1.68920 0.16953 0.14700 -1.12 -0.17 -0.13
C -2.53168 -0.37572 -0.76324 -0.22 0.40 0.21
N -2.13021 -1.06772 -1.81559 0.22 -0.05 -0.21
H -5.86126 -0.48252 -0.66748 -0.01 0.01 0.00
H -4.85877 -1.81795 -1.24142 -0.02 0.01 0.00
H -5.04397 -0.34681 -2.22657 -0.03 0.01 0.00
H -4.53920 0.29052 1.43969 0.08 -0.04 0.03
H -4.35306 1.69799 0.37936 0.00 0.00 0.02
H -1.14960 -0.89700 -2.09543 0.03 -0.16 0.06
H -2.79300 -1.29233 -2.53954 -0.03 0.00 0.04
C -0.70105 -3.74516 -0.60734 0.04 0.25 -0.02
As 0.32194 -2.48426 0.49462 0.04 -1.40 0.00
C 2.06951 -3.28524 0.13734 0.00 0.02 0.00
C -0.06127 -3.33146 2.22445 0.02 0.21 -0.07
H -0.42584 -4.75780 -0.31684 0.02 0.02 0.04
H -0.45031 -3.59594 -1.65622 -0.04 0.03 -0.01
H -1.77026 -3.60710 -0.47001 -0.04 0.04 -0.01
H 1.95890 -4.36022 0.00472 -0.01 -0.01 0.02
H 2.75890 -3.09826 0.95852 -0.01 0.03 0.00
H 2.47934 -2.84906 -0.77319 0.01 0.00 0.00
H -0.03396 -4.41438 2.12082 0.03 -0.01 -0.02
H -1.05118 -3.02881 2.56606 0.00 -0.03 0.01
H 0.67212 -3.02425 2.97028 0.01 0.02 -0.01



4.
29
Properties=species:S:1:pos:R:3:forces:R:3 method="wB97M-V/def2-TZVPD" homo_ev=-7.78 orbital_gap_ev=7.703
C 0.39869 -1.37545 -1.90200 -0.63 -1.59 -1.26
C -1.35850 0.09163 -3.06502 -2.29 -1.80 1.65
C 0.49271 1.18449 -1.93481 2.97 -2.81 1.39
C 0.56979 1.53906 2.49710 0.90 -1.17 -0.44
C -0.40922 -0.88690 2.94490 1.76 -2.12 -2.90
C 1.62393 -0.42680 1.44079 0.76 -1.00 4.74
C -0.35782 -0.07243 -1.81897 -2.48 0.84 -1.58
C 0.37008 0.07955 2.05527 -1.02 0.46 -0.81
Si -1.27662 0.07314 -0.15265 1.39 -0.48 2.06
I -2.77963 -1.89672 0.17594 0.12 0.37 -0.19
I -2.53166 2.14406 0.21727 -0.08 0.01 -0.30
H 1.18467 -1.38370 -1.23203 1.97 0.35 1.55
H -0.16946 -2.32085 -1.50698 0.55 1.66 -1.59
H 0.93416 -1.45512 -2.93163 -1.34 -0.33 1.46
H -2.04149 -0.88429 -3.09836 1.29 2.02 -0.08
H -0.88881 0.18204 -4.07644 -0.09 0.22 1.05
H -2.06341 0.95945 -2.77292 1.09 -1.19 -1.07
H 0.83166 1.58232 -0.97071 0.12 0.00 -0.12
H 1.37628 0.75577 -2.47119 -0.19 1.10 0.22
H 0.05677 1.92775 -2.48215 -1.19 1.92 -1.37
H 1.24922 2.05276 1.73168 -0.54 -0.68 1.43
H -0.38287 2.03073 2.35007 -0.23 0.48 1.07
H 1.04002 1.43913 3.56957 -1.04 0.91 -1.89
H -1.14826 -0.50135 3.52911 -2.73 1.63 0.79
H 0.14862 -1.36174 3.76327 0.88 -0.23 -0.59
H -0.80231 -1.69266 2.19096 0.53 1.14 2.03
H 1.53254 -1.34738 1.04392 -0.67 -3.32 -1.51
H 1.89562 0.19320 0.71297 1.64 2.63 -2.84
H 2.50534 -0.62967 2.19304 -1.46 0.96 -0.89



5.
15
Properties=species:S:1:pos:R:3:forces:R:3 method="wB97M-V/def2-TZVPD" homo_ev=-8.30 orbital_gap_ev=9.028
C 2.35080 -0.95236 0.28760 -2.23 -1.51 -2.79
C 0.81442 -0.95148 0.20521 0.95 0.83 -1.42
C -0.02078 -1.85498 -0.36599 0.21 1.77 1.41
C -1.40747 -0.00164 0.18302 -0.41 1.57 -0.36
C 0.04702 0.40590 0.43297 0.86 -2.28 1.45
H 2.60142 -2.02732 0.09246 0.46 1.12 -0.37
H 2.73806 -0.74267 1.21118 0.69 0.75 2.56
H 2.72761 -0.18350 -0.43123 0.01 -1.04 0.34
H 0.10357 -2.88810 -0.72467 0.03 0.78 0.30
H -2.13749 -1.74873 -0.57720 -0.29 -0.33 -0.15
H -3.27460 0.11141 0.11516 -0.22 0.20 -0.05
H 0.30917 0.62574 1.45830 -0.91 0.05 0.60
N -1.30281 -1.25082 -0.35668 -0.78 -1.22 -0.58
N -2.48202 0.70259 0.36370 1.75 -1.07 0.04
Cl 0.74836 1.81284 -0.33236 -0.12 0.38 -1.00



6.
15
Properties=species:S:1:pos:R:3:forces:R:3 method="wB97M-V/def2-TZVPD" homo_ev="-5.01 / -10.41" orbital_gap_ev="5.839 / 8.000" spin_multiplicity=3
C 0.72900 1.19534 0.57977 -4.73 10.71 -0.72
C -0.49796 1.87328 0.19476 6.70 2.36 6.10
C 0.85309 -0.08046 0.57010 1.61 -11.51 -2.16
C -1.25594 1.23948 -0.59745 -4.90 -6.80 -6.81
C -0.13147 -1.01572 -0.15664 0.21 -0.24 2.54
C -0.78685 -0.39883 -1.37121 -2.21 2.42 3.63
O -1.80733 -1.24802 -1.76673 -0.67 1.78 -1.03
F -2.53788 1.59322 -0.83538 0.15 -0.01 0.06
F 0.02713 -0.08805 -2.35952 1.02 0.06 -1.23
H 1.54378 1.73742 0.89599 1.37 1.62 0.98
H -0.80063 2.79203 0.73261 0.41 -0.21 -0.96
H 1.81713 -0.49000 0.86691 -0.35 -0.26 0.10
H 0.14200 -2.09634 -0.24563 0.39 1.01 -0.35
H -0.90201 -1.05723 0.67134 -0.08 -0.26 -1.23
H -2.40094 -0.79453 -2.43696 1.08 -0.66 1.10



7.
12
Properties=species:S:1:pos:R:3:forces:R:3 method="wB97M-V/def2-TZVPD" homo_ev=-14.11 total_charge=+1 orbital_gap_ev=8.925 smiles="NCC=[N+]=CI"
C 0.35046 0.94684 0.47643 -0.11 0.52 0.77
C 1.24119 -0.29530 0.51390 -1.75 2.75 -0.35
C -1.71425 0.80873 -0.86238 -4.06 -0.39 -0.67
N -0.70138 0.96590 -0.21355 2.27 0.93 0.36
N 0.66538 -1.22058 -0.34657 0.56 -2.13 -1.54
I -3.30310 -0.27812 0.05074 0.44 0.22 -0.21
H 0.53540 1.80055 1.17016 -0.22 -0.58 -0.57
H 2.21389 0.09104 0.51043 2.06 0.13 -1.22
H 1.21734 -0.48168 1.54866 -0.58 -1.13 1.67
H -2.16383 1.26363 -1.79862 1.76 -0.42 0.80
H 1.18171 -1.52776 -1.18095 0.02 0.75 0.55
H 0.47720 -2.07324 0.13175 -0.39 -0.66 0.41



8.
39
Properties=species:S:1:pos:R:3:forces:R:3 method="wB97M-V/def2-TZVPD" homo_ev="-15.37 / -15.37" total_charge=+2 orbital_gap_ev="6.546 / 6.505" spin_multiplicity=5
C 0.27671 1.23268 -2.24140 0.11 0.08 -0.07
C -0.44997 2.28789 -1.41918 -1.20 1.04 -2.87
H 0.06578 1.42868 -3.31330 0.11 -0.30 0.64
H -0.11787 0.22950 -1.95841 0.41 0.60 -0.28
H 1.37001 1.30606 -2.04169 -0.75 -0.18 -0.24
O -1.54039 2.78153 -1.73603 3.10 -1.34 1.18
I -1.26396 2.47579 1.20777 0.79 0.20 1.45
Ho 0.95743 -1.86026 0.99427 -1.97 -0.63 -0.84
P -2.13970 -1.12791 -0.32751 -1.10 -0.38 -1.35
C -3.61512 -0.02921 -0.32456 0.09 1.08 1.13
C -2.30587 -1.14045 -2.18171 0.94 -0.39 -0.41
H -2.50393 -3.52816 0.01834 -0.16 -0.02 0.08
H -4.00238 -2.63296 -0.41015 0.26 -0.17 0.25
H -3.29858 -2.47674 1.23828 -0.14 -0.27 -0.18
C -3.07283 -2.60817 0.17272 0.38 -0.33 0.20
H -1.58764 -1.77109 -2.71738 -0.18 -0.03 0.13
H -3.33599 -1.42022 -2.46694 0.53 -0.02 0.30
H -4.45704 -0.56501 -0.78913 0.46 0.04 0.24
H -3.38879 0.84639 -0.93698 -0.11 0.07 0.26
H -2.14067 -0.11162 -2.51810 -0.11 -0.16 0.01
H -3.90128 0.28694 0.68500 -0.06 0.04 -0.24
C 0.38563 2.71779 -0.20611 1.44 0.74 0.07
O 1.57037 2.98261 -0.11976 -3.65 -0.93 0.17
Cl 1.24895 -3.61490 -0.62895 0.10 0.72 0.53
N 7.18171 1.39572 1.51212 -1.22 -0.18 0.13
C 5.99631 1.90079 2.00353 2.12 1.13 0.36
O 5.95127 2.91252 2.69193 -0.54 -1.31 -0.83
C 4.75245 1.17478 1.59846 -0.99 -0.49 0.00
C 4.66810 0.26436 0.53214 0.52 -0.27 -0.37
C 3.49830 -0.42816 0.31017 -0.88 0.44 0.88
N 2.40971 -0.22553 1.13200 0.62 0.83 -0.90
C 2.42354 0.77881 2.05660 0.22 -1.02 -0.81
C 3.59001 1.44232 2.32997 0.01 0.25 0.56
H 8.02596 1.87021 1.78214 0.10 0.09 0.12
H 7.27136 0.44259 1.18269 0.01 0.35 0.10
H 5.52007 0.04813 -0.12049 -0.33 0.28 0.24
H 3.30826 -1.11563 -0.52687 0.57 0.11 0.35
H 1.45932 0.99878 2.50358 0.20 0.05 0.37
H 3.58540 2.12141 3.17721 0.30 0.25 -0.34



DFT total energy (computed, eV): -8429.84457; -60961.72580; -209843.14761; -32665.66511; -20799.96040; -13794.90749; -14280.03708; -77552.72389